Computed, not measured: a molecular structure, C38H30AsDyO9PS at a distorted geometry, with ωB97M-V with the def2-TZVPD basis set.

Calculated values
- HOMO energy (alpha / beta): -5.08 / -5.10 eV
- Relative energy (zero: lowest compared OMol25 entry of this formula, charge and spin): 1.1205 eV
- DFT total energy: -163372.08750 eV
- Kohn-Sham gap (alpha / beta): 7.623 / 7.635 eV
- Strongest force on any atom: 3.76 eV Å⁻¹

Geometry as ORCA input:
```
! RIJCOSX wB97M-V def2-TZVPD def2/J DEFGRID3
* xyz -1 6
Dy 0.6926 -1.2005 -0.1439
O 2.1491 -3.2060 0.2018
As 0.6198 -3.7893 1.1350
O 1.6905 -1.2686 1.8852
O -0.5191 -2.6108 0.8164
C 0.4587 -5.1072 -0.3914
C 1.0016 -6.3752 -0.2619
C 1.2451 -7.1651 -1.3732
C 0.9705 -6.6687 -2.6356
C 0.3973 -5.4189 -2.7909
C 0.1236 -4.6463 -1.6670
S 0.0650 -2.1158 -2.6400
O -0.5281 -3.4630 -1.7716
O 1.4405 -1.9473 -2.1198
O -0.8045 -1.1265 -1.9480
H 2.7548 -2.8168 0.8488
H 1.2461 -6.7339 0.7315
H 1.6730 -8.1506 -1.2565
H 1.2061 -7.2641 -3.5057
H 0.1546 -5.0215 -3.7689
C -4.6102 -1.2956 4.1864
C -3.8193 -2.1805 3.4718
C -2.7303 -1.7158 2.7594
C -2.4208 -0.3595 2.7371
C -3.2214 0.5241 3.4532
C -4.3050 0.0551 4.1753
P -0.8745 0.1317 1.8742
C -1.1042 1.9479 1.8035
C -0.1867 2.8478 2.3315
C -0.3751 4.2104 2.1662
C -1.4793 4.6860 1.4796
C -2.3930 3.7934 0.9367
C -2.1994 2.4336 1.0899
C 0.2237 -0.0894 3.3213
C -0.0850 0.3350 4.6083
C 0.7658 0.0602 5.6635
C 1.9287 -0.6668 5.4347
C 2.2466 -1.0986 4.1707
C 1.4055 -0.8325 3.0672
H -5.4559 -1.6575 4.7557
H -4.0463 -3.2375 3.4763
H -2.0993 -2.4011 2.2109
H -2.9989 1.5817 3.4532
H -4.9093 0.7476 4.7458
H 0.6758 2.4783 2.8702
H 0.3438 4.9092 2.5743
H -1.6182 5.7502 1.3418
H -3.2463 4.1638 0.3820
H -2.8968 1.7264 0.6566
H -1.0008 0.8856 4.7844
H 0.5268 0.3898 6.6646
H 2.5891 -0.9056 6.2597
H 3.1463 -1.6658 3.9841
O -0.2225 1.2822 -1.0944
C 0.8875 1.7417 -1.8770
C 2.1584 1.5491 -0.9183
O 3.0431 2.3821 -0.9566
O 2.1041 0.4803 -0.2611
C 1.1157 0.8845 -3.1093
C 2.3571 0.3275 -3.3898
C 2.5450 -0.4325 -4.5304
C 1.5029 -0.6255 -5.4174
C 0.2696 -0.0504 -5.1617
C 0.0764 0.6968 -4.0150
C 0.7246 3.1739 -2.3063
C 1.6317 3.7412 -3.1968
C 1.4967 5.0618 -3.5824
C 0.4566 5.8330 -3.0904
C -0.4420 5.2747 -2.1977
C -0.3100 3.9543 -1.8087
H -0.9047 0.9436 -1.6972
H 3.1888 0.4975 -2.7249
H 3.5157 -0.8611 -4.7297
H 1.6530 -1.2059 -6.3170
H -0.5393 -0.1617 -5.8705
H -0.8874 1.1535 -3.8344
H 2.4488 3.1500 -3.5796
H 2.2125 5.4975 -4.2670
H 0.3526 6.8639 -3.4023
H -1.2471 5.8736 -1.7945
H -1.0013 3.5192 -1.1048
*
```

Results of the Löwdin charge analysis, in e, for atoms 1 through 6: 1.41 -0.42 1.16 -0.31 -0.74 -0.27

Computed, not measured: a molecular structure, C38H30Cl4InN3O3PS2, with ωB97M-V with the def2-TZVPD basis set.

Calculated values
- HOMO energy: -4.89 eV
- Relative energy (zero: lowest compared OMol25 entry of this formula, charge and spin): 0.1803 eV
- DFT total energy: -136733.60345 eV
- Kohn-Sham gap: 7.337 eV
- Strongest force on any atom: 0.21 eV Å⁻¹

Geometry as ORCA input:
```
! RIJCOSX wB97M-V def2-TZVPD def2/J DEFGRID3
* xyz -1 1
In 0.2724 -0.9736 0.7814
Cl -4.7405 -0.5632 -3.9091
C -3.7490 -1.0898 -2.5918
C -3.9897 -2.3035 -1.9701
Cl -5.2927 -3.3122 -2.5017
C -3.1631 -2.7267 -0.9248
Cl -3.4127 -4.2595 -0.1594
C -2.0856 -1.9604 -0.4927
O -1.2676 -2.3634 0.4569
C -1.8415 -0.7127 -1.1385
O -0.7969 0.0076 -0.7497
C -2.6764 -0.3007 -2.1655
Cl -2.3058 1.2010 -2.9424
C 4.7353 -1.7547 1.4447
C 3.3151 -1.2371 1.5580
S 2.1058 -2.5080 1.3076
C 3.0570 0.0576 1.8133
C 4.1559 1.0788 1.9746
S 1.4350 0.7429 2.0746
H 4.7425 -2.8421 1.4929
H 5.3662 -1.3791 2.2521
H 5.1905 -1.4683 0.4928
H 5.0974 0.7400 1.5442
H 4.3254 1.3107 3.0307
H 3.8761 2.0132 1.4846
O 0.6454 3.6922 0.4628
N 0.8604 3.5298 -0.8872
C 1.3036 2.3914 -1.2360
C 1.6287 2.1007 -2.6399
C 1.6508 3.1431 -3.5775
C 2.0177 2.9092 -4.8843
C 2.3975 1.6295 -5.2843
C 2.3854 0.5999 -4.3663
C 1.9863 0.8098 -3.0416
P 1.9615 -0.6182 -1.8817
C 3.6454 -1.2706 -2.2081
C 3.9275 -2.5884 -2.5511
C 5.2431 -3.0132 -2.6966
C 6.2918 -2.1277 -2.5063
C 6.0199 -0.8081 -2.1650
C 4.7096 -0.3885 -2.0101
C 0.8278 -1.7893 -2.7192
C -0.0134 -1.4289 -3.7691
C -0.9860 -2.3079 -4.2281
C -1.1340 -3.5573 -3.6459
C -0.3052 -3.9250 -2.5953
C 0.6613 -3.0471 -2.1301
H 0.8984 2.8672 0.9311
H 1.4744 1.6106 -0.4958
H 1.3815 4.1353 -3.2423
H 2.0266 3.7259 -5.5956
H 2.7037 1.4415 -6.3058
H 2.6829 -0.3961 -4.6736
H 3.1205 -3.2901 -2.7127
H 5.4442 -4.0437 -2.9624
H 7.3157 -2.4607 -2.6216
H 6.8316 -0.1073 -2.0125
H 4.5057 0.6412 -1.7349
H 0.0494 -0.4428 -4.2082
H -1.6542 -1.9952 -5.0216
H -1.9157 -4.2263 -3.9841
H -0.4387 -4.8801 -2.1030
H 1.2666 -3.3271 -1.2749
N -1.8615 2.0976 0.9759
C -2.3154 2.1061 2.2527
C -2.8129 3.2636 2.8288
C -3.3814 3.2645 4.1087
C -3.4738 2.1171 4.8458
C -2.9375 0.9208 4.3180
C -2.9569 -0.2897 5.0467
C -2.3816 -1.4065 4.5247
C -1.7579 -1.3156 3.2658
N -1.7215 -0.2177 2.5504
C -2.3298 0.9014 3.0390
H -1.5848 2.9687 0.5563
H -1.5057 1.2633 0.5287
H -2.7853 4.1800 2.2517
H -3.7692 4.1951 4.5056
H -3.9305 2.1071 5.8274
H -3.4300 -0.3057 6.0221
H -2.3793 -2.3484 5.0558
H -1.2871 -2.1954 2.8410
*
```

Results of the Löwdin charge analysis, in e, for atoms 1 through 6: 0.39 0.63 -0.72 -0.72 0.63 -0.62

Computed, not measured: a molecular structure, C38H30ClN2O3P2S2Ti, with ωB97M-V with the def2-TZVPD basis set.

Calculated values
- HOMO energy: -11.30 eV
- Relative energy (zero: lowest compared OMol25 entry of this formula, charge and spin): 0.0057 eV
- DFT total energy: -124902.22395 eV
- Kohn-Sham gap: 8.114 eV
- Strongest force on any atom: 0.38 eV Å⁻¹

Geometry as ORCA input:
```
! RIJCOSX wB97M-V def2-TZVPD def2/J DEFGRID3
* xyz 1 1
Ti -0.2573 0.0088 -0.0686
S -1.8933 0.3719 -1.7136
P -1.2632 2.2681 -1.2615
C -0.0732 1.9635 -0.0702
P 1.6371 2.0980 -0.2273
S 2.0706 0.2408 -0.9087
C 2.2676 3.4098 -1.2847
C 2.8148 3.1475 -2.5329
C 3.3157 4.1958 -3.2930
C 3.2658 5.4932 -2.8072
C 2.7107 5.7548 -1.5594
C 2.2140 4.7152 -0.7938
C 2.3823 2.3896 1.3816
C 1.6071 2.3377 2.5351
C 2.2054 2.5230 3.7738
C 3.5698 2.7547 3.8558
C 4.3440 2.8051 2.7023
C 3.7540 2.6251 1.4637
C -2.6194 3.2652 -0.6555
C -2.6254 3.6923 0.6671
C -3.6837 4.4601 1.1324
C -4.7260 4.7902 0.2792
C -4.7196 4.3578 -1.0424
C -3.6667 3.5947 -1.5148
C -0.6691 3.0328 -2.7822
C -0.2533 2.2512 -3.8559
C 0.2266 2.8605 -5.0056
C 0.3010 4.2435 -5.0775
C -0.1003 5.0238 -4.0010
C -0.5904 4.4232 -2.8537
H 2.8516 2.1316 -2.9062
H 3.7475 3.9940 -4.2644
H 3.6637 6.3071 -3.3991
H 2.6768 6.7676 -1.1804
H 1.7993 4.9145 0.1881
H 0.5425 2.1568 2.4583
H 1.6039 2.4890 4.6724
H 4.0349 2.9010 4.8218
H 5.4079 2.9886 2.7700
H 4.3569 2.6715 0.5642
H -1.8071 3.4195 1.3219
H -3.6937 4.7977 2.1599
H -5.5510 5.3879 0.6436
H -5.5361 4.6173 -1.7025
H -3.6564 3.2584 -2.5452
H -0.3172 1.1726 -3.7966
H 0.5362 2.2535 -5.8459
H 0.6705 4.7174 -5.9776
H -0.0404 6.1026 -4.0589
H -0.9192 5.0343 -2.0214
Cl -2.7650 -4.8218 6.2521
C -2.2290 -3.7349 5.0248
C -0.8666 -3.5923 4.7930
C -0.4405 -2.7214 3.8090
C -1.3730 -2.0041 3.0637
C -2.7369 -2.1547 3.3073
C -3.1698 -3.0225 4.2913
C -0.9276 -1.0945 2.0064
O 0.3023 -0.9338 1.7101
O -1.7617 -0.4501 1.2846
H -0.1611 -4.1593 5.3834
H 0.6141 -2.5841 3.6102
H -3.4464 -1.5881 2.7201
H -4.2223 -3.1546 4.4974
N 3.2352 -4.4908 0.4132
C 2.3298 -5.0591 -0.4211
O 2.4962 -6.1396 -0.9431
C 1.0956 -4.2524 -0.7336
C 0.0165 -4.9141 -1.3076
C -1.1265 -4.1990 -1.6096
C -1.1505 -2.8406 -1.3479
N -0.1097 -2.1906 -0.8173
C 0.9886 -2.8930 -0.5104
H 4.0519 -5.0332 0.6407
H 3.0388 -3.6724 0.9587
H 0.1047 -5.9749 -1.5023
H -1.9931 -4.6758 -2.0443
H -2.0310 -2.2523 -1.5702
H 1.8012 -2.3211 -0.0822
*
```

Results of the Löwdin charge analysis, in e, for atoms 1 through 6: 0.62 0.50 0.54 -0.62 0.52 0.45